Here is a molecular structure, C35H41AsN2O3SSe2Sn from the Open Molecules 2025 dataset. Energies are from ωB97M-V/def2-TZVPD.

Each line ends with the Mulliken charge.
Positions of all 86 atoms, in Å:
Sn 0.098 -0.044 -0.741  1.17
C -1.339 -0.215 3.672  -1.18
Se -0.805 -1.216 2.093  0.14
C 0.746 -2.149 2.861  -0.99
C 1.666 -2.696 1.784  -0.52
Se 2.355 -1.204 0.728  0.25
C 3.621 -2.106 -0.432  -0.90
H -0.514 0.403 4.010  0.35
H -1.651 -0.908 4.448  0.39
H -2.177 0.415 3.385  0.36
H 0.368 -2.959 3.482  0.53
H 1.270 -1.435 3.494  0.49
H 1.160 -3.416 1.142  0.03
H 2.529 -3.177 2.244  0.49
H 3.156 -2.942 -0.947  0.27
H 4.457 -2.440 0.175  0.40
H 3.955 -1.359 -1.147  0.24
C -8.029 -2.285 -3.323  -1.56
C -6.621 -2.518 -2.865  0.54
C -5.987 -3.736 -3.089  -1.14
C -4.683 -3.972 -2.676  0.20
C -4.029 -5.304 -2.925  -1.70
C -4.027 -2.926 -2.019  1.46
As -2.224 -3.225 -1.489  0.24
N -0.908 -2.692 -2.372  0.34
C -0.825 -1.752 -3.399  0.08
C 0.470 -1.273 -3.655  0.14
C 0.685 -0.320 -4.639  -0.39
C -0.386 0.149 -5.385  -0.61
C -1.668 -0.339 -5.152  -0.92
C -1.896 -1.281 -4.167  -0.63
C -1.860 -4.660 -0.321  1.92
C -0.781 -5.540 -0.545  0.03
C 0.260 -5.352 -1.612  -1.40
C -0.702 -6.662 0.269  -1.08
C -1.626 -6.921 1.277  0.43
C -1.520 -8.152 2.124  -1.54
C -2.652 -6.004 1.492  -1.00
C -2.791 -4.867 0.716  0.59
C -3.912 -3.913 1.030  -1.93
C -4.617 -1.680 -1.781  0.36
C -3.868 -0.550 -1.134  -1.20
C -5.920 -1.501 -2.213  -0.87
H -8.491 -3.201 -3.685  0.39
H -8.050 -1.551 -4.131  0.33
H -8.638 -1.890 -2.509  0.38
H -6.524 -4.527 -3.600  0.43
H -4.603 -5.880 -3.648  0.51
H -3.958 -5.895 -2.009  0.29
H -3.019 -5.196 -3.333  0.35
H 1.299 -1.698 -3.101  0.54
H 1.688 0.036 -4.834  0.49
H -0.224 0.885 -6.162  0.48
H -2.494 0.020 -5.750  0.45
H -2.897 -1.660 -4.003  0.73
H 0.806 -4.419 -1.488  0.09
H -0.184 -5.322 -2.609  0.37
H 0.965 -6.180 -1.584  0.47
H 0.109 -7.362 0.109  0.39
H -0.617 -8.716 1.901  0.38
H -2.379 -8.804 1.953  0.34
H -1.516 -7.894 3.184  0.38
H -3.358 -6.177 2.297  0.55
H -4.154 -3.971 2.089  0.57
H -4.817 -4.155 0.468  0.35
H -3.657 -2.872 0.824  0.19
H -3.138 -0.904 -0.395  -0.25
H -4.548 0.117 -0.606  0.60
H -3.326 0.045 -1.876  0.24
H -6.409 -0.549 -2.039  0.53
O -1.358 1.592 -2.452  -0.52
S -0.604 2.759 -1.995  1.03
O -1.304 3.812 -1.352  -0.64
N 0.604 2.072 -1.062  -0.63
C 1.670 1.807 -1.887  0.83
O 2.349 0.790 -1.690  -0.58
C 1.726 2.706 -3.060  0.34
C 2.771 2.942 -3.937  -0.44
C 2.543 3.822 -4.988  -0.64
C 1.305 4.436 -5.161  -0.51
C 0.249 4.191 -4.287  -0.87
C 0.498 3.320 -3.249  0.18
H 3.736 2.474 -3.795  0.54
H 3.344 4.045 -5.680  0.44
H 1.164 5.124 -5.984  0.45
H -0.712 4.671 -4.414  0.53

Cartesian forces, eV/Å:
0.1 -0.6 0.0
0.0 0.0 0.0
0.0 -0.1 0.0
0.0 0.0 0.0
-0.1 0.1 0.0
0.1 0.2 0.2
-0.1 0.0 -0.1
0.0 0.0 0.0
0.0 0.0 0.0
0.0 0.0 0.0
0.0 0.0 0.0
0.0 0.0 0.0
0.0 0.0 0.0
0.0 0.0 0.0
0.0 0.0 0.0
0.0 0.0 0.0
0.0 0.0 0.0
0.0 0.0 0.0
0.0 0.0 0.0
0.0 0.0 0.0
0.0 0.0 0.1
0.0 0.0 0.0
0.0 0.1 -0.1
-0.2 -0.2 0.0
0.2 0.1 0.0
0.0 -0.1 0.0
0.0 0.0 -0.1
0.0 -0.1 0.1
0.0 0.0 0.0
-0.1 0.0 0.0
0.0 0.0 0.0
0.1 0.0 0.0
0.0 0.0 0.0
0.0 0.0 0.0
0.0 0.0 0.0
0.0 0.0 0.0
0.0 0.0 0.0
0.0 0.0 0.0
0.0 0.0 0.0
-0.1 0.0 0.0
0.1 0.0 0.0
0.0 0.0 0.1
0.0 -0.1 0.0
0.0 0.0 0.0
0.0 0.0 0.0
0.0 0.0 0.0
0.0 0.0 0.0
0.0 0.0 0.0
0.0 0.0 0.0
0.0 0.0 0.0
0.0 0.0 0.0
0.0 0.0 0.0
0.0 0.0 0.0
0.0 0.0 0.0
0.0 0.0 0.0
0.0 0.0 0.0
0.0 0.0 0.0
0.0 0.0 0.0
0.0 0.0 0.0
0.0 0.0 0.0
0.0 0.0 0.0
0.0 0.0 0.0
0.0 0.0 0.0
0.0 0.0 0.0
0.0 0.0 0.0
0.0 0.0 0.0
0.0 0.0 0.0
0.0 0.0 0.0
0.0 0.0 0.0
0.0 0.0 0.0
0.0 0.3 0.1
0.0 -0.1 0.0
0.0 0.0 0.1
0.0 0.0 -0.2
0.1 -0.1 0.1
0.0 0.1 0.0
0.1 0.0 0.0
0.0 0.0 0.0
0.0 0.0 0.0
0.0 0.0 0.0
0.0 0.0 -0.1
-0.1 0.0 0.0
0.0 0.0 0.0
0.0 0.0 0.0
0.0 0.0 0.0
0.0 0.0 0.0

## Properties
Relative energy (zero: lowest compared OMol25 entry of this formula, charge and spin): 17.55 kcal per mole
Electronic energy: -254265.9253 eV
HOMO energy: -13.609 eV
E_LUMO: -7.0 eV
Charge: +2